DFT (the ωB97M-V functional and the def2-TZVPD basis) results for a 2-piece molecular cluster, C4H9Cl2NSi overall in a non-equilibrium geometry.

The multiplicity is 1. The SMILES is C=C[SiH](Cl)Cl.C=NC. The calculation puts the relative energy (zero: lowest compared OMol25 entry of this formula, charge and spin) at 2.034 eV. The calculation puts the HOMO energy at -0.372 hartree. The energy is -38705.9766 eV. The calculation puts the lowest unoccupied orbital energy at 0.6 eV. The value obtained for the HOMO-LUMO gap is 10.71 eV.

```
17
Properties=species:S:1:pos:R:3:forces:R:3
C -1.6368 2.9112 -0.1246 0.2 -0.2 0.5
C -0.7948 1.8970 -0.2093 1.9 -0.6 1.4
Si -0.4094 0.9972 -1.8528 -2.0 3.8 -1.0
Cl 0.3321 -0.7066 -2.4056 0.7 -2.4 0.2
Cl -2.1235 1.2329 -3.2865 1.3 -0.1 1.6
H -1.7409 3.6504 0.6346 0.8 0.1 1.2
H -2.3697 3.1585 -0.8009 -1.5 -0.1 -2.2
H -0.0180 1.8677 0.6599 -1.3 -0.4 -1.7
H 0.5789 1.9289 -2.4311 0.0 0.0 0.1
C -0.0392 -2.6870 0.9166 -2.1 -2.7 -2.1
N 0.4424 -1.5478 0.9068 3.2 0.4 2.4
C 1.8588 -1.5812 1.5391 -0.7 1.5 -0.5
H 0.4146 -3.7618 0.9287 -0.1 2.0 0.9
H -1.0739 -2.6907 0.5640 -0.1 -0.5 0.0
H 2.5626 -1.8607 0.7535 0.1 0.1 0.0
H 2.0534 -0.4932 1.8177 0.1 -1.7 0.0
H 1.9633 -2.3148 2.3900 -0.3 1.0 -0.8
```
Forces are in eV/Å.